*i*
{
  "formula": "C4H7N3O2",
  "method": "the ωB97M-V functional and the def2-TZVPD basis",
  "lumo_ha": 0.000,
  "smiles": "[H]/N=C(/N)C1=NOC[C@H]1O",
  "homo_lumo_gap_ha": 0.348,
  "elements": ["C", "C", "C", "C", "H", "H", "H", "H", "H", "H", "H", "N", "N", "N", "O", "O"],
  "coordinates": [[1.491, -0.468, 0.505], [0.322, 0.192, -0.072], [-1.966, 0.855, -0.400], [-1.029, -0.434, -0.226], [1.973, 1.429, 0.950], [3.171, 0.304, 1.559], [0.935, -2.327, 0.389], [-2.310, 1.036, 0.673], [-2.679, 0.727, -1.164], [-1.384, -1.097, 0.628], [-0.705, -0.868, -2.176], [2.175, 0.454, 1.344], [1.710, -1.731, 0.750], [0.288, 1.450, -0.470], [-1.025, 1.774, -0.897], [-0.965, -1.294, -1.392]]
}


*ii*
{
  "formula": "C4H7N3O2",
  "method": "the ωB97M-V functional and the def2-TZVPD basis",
  "lumo_ha": 0.030,
  "homo_lumo_gap_ha": 0.316,
  "elements": ["C", "C", "C", "C", "N", "N", "N", "O", "O", "H", "H", "H", "H", "H", "H", "H"],
  "coordinates": [[0.775, -0.124, -0.116], [-1.035, 1.160, -0.020], [1.933, 0.591, -0.073], [-2.388, 0.582, -0.076], [-0.463, -2.034, -0.014], [0.628, -1.402, -0.076], [3.144, -0.017, -0.069], [1.961, 1.917, -0.057], [-0.726, 2.331, 0.020], [-3.114, 1.347, -0.365], [-2.411, -0.264, -0.755], [-2.629, 0.214, 0.920], [-0.271, -3.041, 0.012], [3.160, -1.015, 0.056], [3.976, 0.520, 0.100], [1.037, 2.271, -0.055]]
}


According to the calculations, the structures order from most to least stable as *i*, *ii*.


*i*
{
  "formula": "C4H7N3O2",
  "method": "the ωB97M-V functional and the def2-TZVPD basis",
  "lumo_ha": [-0.037, -0.037],
  "homo_lumo_gap_ha": [0.275, 0.275],
  "elements": ["C", "C", "C", "C", "N", "N", "N", "O", "O", "H", "H", "H", "H", "H", "H", "H"],
  "coordinates": [[-1.830, -0.949, 0.011], [0.590, -0.264, -0.054], [0.612, 0.674, -1.214], [1.609, -0.292, 1.067], [-2.225, 0.314, -0.014], [-0.373, -1.162, 0.052], [-1.376, 1.233, 0.354], [-1.724, 2.420, 0.279], [-2.455, -1.942, -0.079], [0.546, 1.746, -1.143], [-0.073, 0.405, -2.004], [1.534, 0.712, -1.736], [2.049, 0.593, 1.087], [2.491, -0.957, 0.800], [0.970, -0.602, 1.970], [-0.345, -1.927, 0.624]]
}


*ii*
{
  "formula": "C4H7N3O2",
  "method": "the ωB97M-V functional and the def2-TZVPD basis",
  "lumo_ha": 0.027,
  "smiles": "N=C=CCC/N=[N+](\\[O-])O",
  "homo_lumo_gap_ha": 0.349,
  "elements": ["C", "C", "C", "C", "N", "N", "N", "O", "O", "H", "H", "H", "H", "H", "H", "H"],
  "coordinates": [[1.739, -0.062, -0.193], [1.813, -1.408, -0.143], [0.902, 0.928, 0.500], [-0.421, 1.336, -0.253], [-1.185, 0.137, -0.380], [1.743, -2.651, -0.123], [-2.334, 0.088, 0.047], [-2.984, -0.994, -0.471], [-2.989, 0.791, 0.767], [2.643, 0.295, -0.756], [0.667, 0.553, 1.448], [1.439, 1.814, 0.742], [-0.784, 2.135, 0.434], [-0.371, 1.716, -1.237], [-2.306, -1.534, -0.830], [2.428, -3.145, 0.449]]
}


According to the calculations, the structures order from most to least stable as *i*, *ii*.


*i*
{
  "formula": "C2H2O2S",
  "method": "the ωB97M-V functional and the def2-TZVPD basis",
  "lumo_ha": -0.045,
  "smiles": "O=C(O)C=S",
  "homo_lumo_gap_ha": 0.298,
  "elements": ["C", "C", "H", "H", "O", "O", "S"],
  "coordinates": [[0.325, 0.378, 0.014], [-0.883, -0.294, 0.450], [1.977, -0.051, -0.752], [-0.824, -1.247, 0.941], [1.137, -0.582, -0.388], [0.524, 1.509, 0.026], [-2.255, 0.287, -0.292]]
}


*ii*
{
  "formula": "C2H2O2S",
  "method": "the ωB97M-V functional and the def2-TZVPD basis",
  "lumo_ha": -0.051,
  "homo_lumo_gap_ha": 0.313,
  "elements": ["C", "C", "O", "O", "S", "H", "H"],
  "coordinates": [[0.719, 0.277, 0.720], [-0.628, 0.666, 0.375], [1.351, 0.724, 1.644], [-0.629, 2.517, 2.134], [-1.441, 1.902, 1.109], [1.147, -0.489, 0.042], [-1.155, 0.146, -0.407]]
}


According to the calculations, the structures order from most to least stable as *i*, *ii*.


*i*
{
  "formula": "C2H2O2S",
  "method": "the ωB97M-V functional and the def2-TZVPD basis",
  "lumo_ha": 0.023,
  "smiles": "O=C=S.C=O",
  "homo_lumo_gap_ha": 0.396,
  "elements": ["C", "C", "O", "O", "S", "H", "H"],
  "coordinates": [[-0.358, 0.079, -2.107], [0.352, -0.177, 1.471], [0.409, 1.004, 1.331], [0.494, -0.630, -1.785], [-1.519, 1.063, -2.318], [-0.548, -0.694, 1.174], [1.171, -0.644, 2.233]]
}


*ii*
{
  "formula": "C2H2O2S",
  "method": "the ωB97M-V functional and the def2-TZVPD basis",
  "lumo_ha": 0.012,
  "homo_lumo_gap_ha": 0.352,
  "elements": ["C", "C", "O", "O", "S", "H", "H"],
  "coordinates": [[-1.670, 0.195, -0.058], [-0.238, 0.115, 0.020], [-4.283, 0.383, -0.025], [-1.002, 1.358, 0.032], [-3.116, -0.521, 0.021], [0.444, -0.123, 0.788], [0.167, -0.155, -1.049]]
}


According to the calculations, the structures order from most to least stable as *i*, *ii*.


*i*
{
  "formula": "BrIO2S2",
  "method": "the ωB97M-V functional and the def2-TZVPD basis",
  "lumo_ha": [-0.062, -0.046],
  "homo_lumo_gap_ha": [0.266, 0.282],
  "elements": ["O", "O", "S", "S", "Br", "I"],
  "coordinates": [[-1.607, 0.265, -1.481], [-0.273, 0.143, 1.496], [1.048, -0.500, 1.372], [-1.056, 1.308, -0.651], [1.117, 1.391, -0.976], [0.772, -2.606, 0.240]]
}


*ii*
{
  "formula": "BrIO2S2",
  "method": "the ωB97M-V functional and the def2-TZVPD basis",
  "lumo_ha": [-0.068, -0.046],
  "homo_lumo_gap_ha": [0.252, 0.285],
  "elements": ["O", "O", "S", "S", "Br", "I"],
  "coordinates": [[0.092, -0.227, -1.472], [0.513, -0.363, 1.295], [1.659, 0.537, 1.595], [-0.908, 0.157, -0.522], [-0.792, 2.384, 0.039], [3.150, -0.083, -0.115]]
}


According to the calculations, the structures order from most to least stable as *i*, *ii*.


*i*
{
  "formula": "CH14NO4",
  "method": "the ωB97M-V functional and the def2-TZVPD basis",
  "total_charge": 1,
  "lumo_ha": -0.109,
  "homo_lumo_gap_ha": 0.420,
  "elements": ["C", "N", "H", "H", "H", "H", "H", "H", "H", "H", "O", "H", "H", "O", "H", "H", "O", "H", "H", "O"],
  "coordinates": [[-0.695, -1.563, 0.469], [-0.074, -0.211, 0.559], [0.100, -2.275, 0.274], [-1.409, -1.675, 1.273], [-1.280, -1.551, -0.458], [0.833, -0.013, 0.132], [0.213, -0.146, 1.550], [-0.587, 0.636, 0.305], [-2.471, -2.859, -4.169], [-2.228, -2.433, -2.692], [-2.099, -2.151, -3.602], [2.726, 3.975, 0.923], [2.039, 4.395, 2.164], [2.027, 3.692, 1.517], [1.791, -0.117, 3.580], [2.888, -0.486, 2.553], [1.960, -0.345, 2.674], [-1.528, 0.290, -2.579], [-1.191, 1.872, -2.358], [-1.012, 0.965, -2.112]]
}


*ii*
{
  "formula": "CH14NO4",
  "method": "the ωB97M-V functional and the def2-TZVPD basis",
  "total_charge": 1,
  "lumo_ha": -0.102,
  "homo_lumo_gap_ha": 0.438,
  "elements": ["C", "N", "H", "H", "H", "H", "H", "H", "H", "H", "O", "H", "H", "O", "H", "H", "O", "H", "H", "O"],
  "coordinates": [[1.625, 0.850, -0.214], [0.876, 0.534, 1.030], [2.540, 0.269, -0.168], [0.971, 0.392, -0.989], [1.796, 1.874, -0.472], [0.085, 1.202, 1.242], [1.586, 0.428, 1.791], [0.437, -0.397, 0.976], [-2.758, 4.236, -1.330], [-2.643, 2.707, -1.546], [-2.170, 3.476, -1.207], [0.392, -4.149, -2.548], [1.017, -5.196, -1.585], [0.422, -4.442, -1.608], [0.784, -2.878, 0.023], [0.239, -2.818, 1.474], [0.850, -2.396, 0.862], [-1.334, 2.788, 0.536], [-1.879, 2.221, 1.998], [-1.248, 2.183, 1.281]]
}


According to the calculations, the structures order from most to least stable as *ii*, *i*.